(1)
ORCA calculation (the ωB97M-V functional and the def2-TZVPD basis) on a single C4HN3O molecule in a non-equilibrium geometry.

Atoms and positions in Å:
O: 2.52100 -0.86108 -0.00765
N: 0.16599 -0.91213 0.04919
N: -3.23799 -0.40639 -0.06787
N: 1.31280 1.15587 -0.08680
C: -2.08980 -0.13865 0.02933
C: -0.68052 0.04670 0.03652
C: 0.05612 1.31993 0.04642
C: 1.47355 -0.27694 -0.00802
H: -0.40970 2.32091 0.17398

Summary:
- Energy above the lowest of the compared OMol25 structures with the same formula, charge and spin: 3.2 kcal/mol
- HOMO: -11.52 eV
- SMILES: N#CC1=NC(=O)N=C1
- Strongest force on any atom: 4.4 eV/A
- M: 107.07 g mol⁻¹

***

(2)
ORCA calculation (the ωB97M-V functional and the def2-TZVPD basis) on 7 unconnected molecules or ions with the total composition C64H79BrF6N4O4PS in a non-equilibrium geometry.

Atoms and positions in Å:
Br: -3.74998 2.21619 3.11081
S: -4.75023 2.66206 -0.30230
P: -1.71284 1.46945 2.16904
F: 1.82693 -11.69681 -2.92364
F: -3.32765 -4.11523 8.08603
F: 2.62391 7.69977 0.75276
F: 0.77781 -6.23115 -2.59878
F: -4.21711 -4.05611 -0.89004
F: -2.08390 9.40366 -2.40537
O: 4.94125 -1.49878 4.38889
O: -2.21280 2.43368 0.80625
O: -2.40462 0.02974 1.50279
O: -6.21650 -0.74482 -0.75297
N: 0.07953 1.07349 5.75377
N: -4.58101 -0.19094 0.93870
N: 0.45429 4.18701 -0.92669
N: 4.39597 0.47710 3.35941
C: -1.92805 -2.01195 -0.39687
C: -0.08996 0.82665 1.40350
C: 2.84114 9.00526 0.52634
C: 0.02376 -8.36937 -1.97040
C: -0.43866 -1.95800 -0.91508
C: -0.88099 9.35522 -3.00315
C: -2.65309 -0.66537 -0.81965
C: -6.32519 -6.14870 1.94232
C: -4.90850 -4.73999 0.03802
C: 2.29746 11.01854 -0.64684
C: -5.86944 -4.08683 0.78779
C: 4.14846 -10.61935 -5.48145
C: -6.58532 -4.79793 1.74175
C: -1.07266 3.12726 5.15573
C: 0.82719 10.41778 -4.30033
C: 0.25528 -3.36504 -1.07136
C: 1.54907 -3.11911 -1.99428
C: 2.65933 3.56945 -2.06185
C: 5.05984 -1.69061 2.01115
C: 1.98719 -9.63692 -5.89399
C: 2.03807 1.32585 -3.30502
C: -1.17904 5.81279 -0.38834
C: 0.00724 5.09101 0.04321
C: 1.58999 9.25649 -4.23230
C: -4.64244 -6.08516 0.22345
C: 2.31658 -11.07846 -4.01328
C: -3.14715 -2.79458 7.88092
C: 1.71884 0.05277 -2.43595
C: 2.07539 9.66720 -0.41693
C: -0.41871 10.46683 -3.68669
C: 1.11135 8.14567 -3.54629
C: -2.77736 -0.09332 7.45997
C: -0.47948 4.29558 -1.97459
C: -2.24816 -7.97819 -3.52750
C: -3.77381 -0.76949 6.77208
C: -3.95813 -2.13146 6.97738
C: 1.22217 1.41793 2.03829
C: -5.35216 -6.79200 1.18566
C: 2.96154 -0.86151 -2.10491
C: 3.82193 0.95913 2.08502
C: -0.12959 8.19685 -2.92297
C: -0.81096 1.60832 4.96004
C: -3.25886 0.17644 0.36183
C: 3.82696 9.66225 1.24156
C: -3.12664 1.74566 -0.05935
C: 3.28931 11.68963 0.06083
C: 3.64601 -11.25412 -4.35249
C: 1.48078 -10.27939 -4.77191
C: -2.15396 -2.12962 8.57842
C: -1.47106 0.66494 3.89005
C: 1.62317 3.28918 -0.89885
C: 4.78369 -0.89058 3.33180
C: 2.61025 -2.16415 -1.29648
C: -0.94653 -9.36048 -2.04247
C: 4.05502 11.01157 1.00231
C: -5.39617 -0.59525 0.09320
C: 3.19313 2.25176 -2.76188
C: -1.28336 -6.98166 -3.44787
C: -0.15683 -7.19095 -2.67200
C: 3.32041 -9.80957 -6.24993
C: -1.52484 5.28424 -1.75895
C: 2.39326 0.37346 1.72731
C: -1.96485 -0.77019 8.36067
C: -2.08103 -9.16562 -2.82333
H: -4.40618 -0.23443 6.07312
H: 1.20047 1.51509 3.15377
H: -3.37749 -0.91203 -1.64168
H: 0.91736 -8.50661 -1.37421
H: 0.48766 5.29321 1.02389
H: -4.72476 -2.67832 6.44233
H: -0.49685 -1.51987 -1.95594
H: 2.24577 -1.97309 -0.25534
H: 3.46460 12.74349 -0.12267
H: -1.53669 -2.67364 9.28284
H: 2.14884 3.51855 0.06552
H: 4.14315 -2.19921 1.61584
H: 3.53208 4.11687 -1.60689
H: 1.70444 7.24015 -3.49682
H: 0.67813 -3.71585 -0.08576
H: -0.36100 3.65548 -2.87683
H: 2.17913 -0.52592 2.36760
H: 1.20299 11.28391 -4.83186
H: 1.45907 2.42961 1.62071
H: 1.31326 9.12680 -0.96445
H: -0.51393 7.34221 -2.37572
H: 3.57332 -2.74304 -1.18377
H: -1.40063 -6.04692 -3.98208
H: 0.20149 0.08120 5.52746
H: -0.45509 -4.09962 -1.52284
H: 4.48737 0.81194 1.19979
H: 1.26942 2.23287 -0.83010
H: -1.03067 11.35936 -3.73569
H: 1.10485 1.96060 -3.33367
H: -2.35179 5.57020 -2.43662
H: 2.23276 0.99660 -4.36489
H: 1.02578 -0.58605 -3.05751
H: 5.18586 -10.75654 -5.76146
H: -3.88587 -6.57058 -0.38150
H: 1.16893 0.26642 -1.48452
H: -4.46568 3.95072 0.11320
H: -0.94548 2.63429 2.50881
H: 3.77210 2.60410 -3.66588
H: -0.06832 -0.28987 1.58697
H: 4.40759 9.11977 1.97734
H: -1.86571 -0.02129 -1.30623
H: 3.69326 -0.27752 -1.47818
H: 3.71365 -9.31109 -7.12817
H: 3.93656 1.74578 -2.09971
H: 0.44302 -10.16311 -4.48357
H: -7.34617 -4.29822 2.32878
H: -0.76820 -0.20458 3.73925
H: -2.03441 -2.28840 0.67879
H: -1.18410 -0.24018 8.89248
H: 5.43142 -1.03581 1.17385
H: -1.76880 6.60765 0.10959
H: -6.88123 -6.70231 2.69000
H: 2.14662 4.25933 -2.79052
H: -2.41463 -2.84248 -0.97908
H: 2.35571 0.15739 0.62947
H: 1.69815 11.54788 -1.37772
H: -2.63174 0.96708 7.29332
H: -0.11160 3.60909 5.47630
H: 3.47519 -1.07226 -3.08936
H: -5.14723 -7.84372 1.34528
H: 5.87302 -2.43134 2.23342
H: 4.27837 -11.88169 -3.73687
H: 3.74861 0.65269 4.13396
H: 2.06558 -4.11292 -2.13561
H: 2.55968 9.21869 -4.71526
H: -2.83571 -9.94130 -2.88228
H: -0.08297 0.93718 0.28127
H: -2.45344 0.25099 4.24628
H: -1.41062 3.66409 4.23633
H: 1.28656 -2.75129 -3.01801
H: 1.34329 -9.00257 -6.49079
H: -0.81834 -10.28415 -1.49137
H: -1.84715 3.34731 5.94592
H: 0.22572 -1.27581 -0.33360
H: 4.83004 11.53389 1.55035
H: -3.13004 -7.82848 -4.13853
H: -6.05253 -3.03321 0.62411
H: -2.63747 1.94776 -1.05506
H: 3.68772 2.07602 2.18697

Summary:
- Net charge: -1
- HOMO: -5.30 eV
- Strongest force on any atom: 4.5 eV/A
- M: 1225.29 g mol⁻¹

***

(3)
ORCA calculation (the ωB97M-V functional and the def2-TZVPD basis) on a molecular structure, C4H11N2O in a non-equilibrium geometry.

Atoms and positions in Å:
O: -0.53210 1.91481 -0.02540
N: 1.64923 0.77310 -0.82545
N: 1.24733 -1.37058 0.30810
C: -1.40356 -0.19516 -0.36964
C: 1.18695 -0.05427 0.47034
C: -0.58428 0.63216 0.61807
C: -2.66293 -0.68248 -0.11971
H: -3.17203 -0.48917 0.87141
H: -0.97149 -0.45802 -1.31106
H: 2.05040 0.30759 -1.64449
H: 2.40465 1.41310 -0.43401
H: -0.70298 2.66768 0.50342
H: 0.90049 1.55103 -0.85074
H: 0.52223 -1.77804 -0.24400
H: 1.64664 -1.92701 1.01854
H: 1.86175 0.28051 1.24524
H: -3.24118 -1.05402 -0.91821
H: -0.79669 0.76777 1.70066

Summary:
- Net charge: +1
- Energy above the lowest of the compared OMol25 structures with the same formula, charge and spin: 84.5 kcal/mol
- HOMO: -13.45 eV
- Strongest force on any atom: 4.0 eV/A
- M: 103.14 g mol⁻¹

***

(4)
ORCA calculation (the ωB97M-V functional and the def2-TZVPD basis) on a molecular structure, C2H2LiO3 in a non-equilibrium geometry.

Atoms and positions in Å:
O: -1.31324 0.50642 1.11372
O: 2.16428 -2.05200 -1.50776
O: 0.52347 -0.44352 -0.20936
C: -0.75880 1.29741 0.27206
C: 1.57771 -1.62954 -0.57431
Li: -0.60971 -1.30274 1.00770
H: -1.22168 1.35751 -0.73246
H: -0.36202 2.26645 0.63042

Summary:
- 2S+1: 2
- HOMO (alpha / beta): -7.70 / -9.88 eV
- Strongest force on any atom: 4.7 eV/A
- <S²>: 0.760
- M: 80.98 g mol⁻¹

***

(5)
ORCA calculation (the ωB97M-V functional and the def2-TZVPD basis) on a single CH2P2 molecule in a non-equilibrium geometry.

Atoms and positions in Å:
P: 1.00277 0.70887 0.79326
P: 0.66883 -0.57502 -0.94156
C: -0.58249 0.43189 0.08208
H: 0.42734 -1.56499 -0.00403
H: -1.51645 0.99925 0.07024

Summary:
- Energy above the lowest of the compared OMol25 structures with the same formula, charge and spin: 25.6 kcal/mol
- HOMO: -8.74 eV
- SMILES: C1=P#[PH]1
- Strongest force on any atom: 4.4 eV/A
- M: 75.97 g mol⁻¹

***

Please write out number 1 again, unchanged.
ORCA calculation (the ωB97M-V functional and the def2-TZVPD basis) on a single C4HN3O molecule in a non-equilibrium geometry.

Atoms and positions in Å:
O: 2.52100 -0.86108 -0.00765
N: 0.16599 -0.91213 0.04919
N: -3.23799 -0.40639 -0.06787
N: 1.31280 1.15587 -0.08680
C: -2.08980 -0.13865 0.02933
C: -0.68052 0.04670 0.03652
C: 0.05612 1.31993 0.04642
C: 1.47355 -0.27694 -0.00802
H: -0.40970 2.32091 0.17398

Summary:
- Energy above the lowest of the compared OMol25 structures with the same formula, charge and spin: 3.2 kcal/mol
- HOMO: -11.52 eV
- SMILES: N#CC1=NC(=O)N=C1
- Strongest force on any atom: 4.4 eV/A
- M: 107.07 g mol⁻¹

***

Look up the M of the first one. 107.07 g mol⁻¹

***

Number 3 is which compound? C4H11N2O